# 1
A structure of composition C30H80BF4O30PtS10, computed with ωB97M-V/def2-TZVPD.

- ⟨S²⟩: 3.753
- Maximum force: 0.1022 hartree/bohr
- 2S+1: 4
- E_HOMO (spin up / spin down): -5.70 / -9.49 eV
- E: -216967.3404 eV

Each line ends with the Mulliken charge.
Positions of all 156 atoms, in Å:
Pt (-0.5776, 1.5502, -2.1084)  4.5133
B (-0.6766, -0.7983, -0.2711)  -0.7559
F (-0.4469, -1.1708, 1.0776)  -0.1131
F (-1.7716, -0.1255, -0.6977)  -0.1046
F (0.3141, 0.1429, -0.5665)  -0.4485
F (-0.5193, -1.8914, -1.0220)  -0.1509
O (4.8641, 4.5786, 1.7835)  -0.6260
S (5.6808, 3.3712, 1.4755)  1.1509
O (6.6806, 2.7647, 2.3575)  -0.6385
O (4.6762, 2.2558, 0.8803)  0.0010
C (4.3474, 1.0513, 1.6998)  -1.0610
C (2.9615, 0.5043, 1.2569)  0.6259
C (6.5118, 3.6486, -0.1697)  -0.9013
H (4.2460, 1.2926, 2.7580)  0.5585
H (5.1770, 0.3558, 1.5729)  0.4140
H (2.2536, 1.3331, 1.2619)  -0.4128
H (2.7120, -0.4239, 1.7711)  -0.1288
H (3.1136, 0.2569, 0.2063)  -0.1160
H (6.7524, 2.7917, -0.7989)  0.2314
H (7.3397, 4.3436, -0.0295)  0.4907
H (5.7885, 4.0824, -0.8601)  0.2169
O (3.8915, -0.3320, 6.6639)  -0.5947
S (3.2449, 0.9766, 6.7456)  1.2058
O (3.6014, 2.0790, 5.8789)  -0.5647
O (1.5736, 0.7599, 6.3735)  -0.4089
C (1.2161, 0.5135, 4.9774)  -0.3149
C (0.9615, -0.9759, 4.5979)  -0.3747
C (3.0531, 1.4241, 8.5106)  -0.9724
H (1.8663, 0.9777, 4.2358)  0.1735
H (0.2315, 0.9792, 5.0191)  0.2310
H (1.9075, -1.4561, 4.8481)  0.1716
H (0.6217, -1.0152, 3.5630)  -0.0435
H (0.3471, -1.3928, 5.3958)  0.4750
H (4.0403, 1.7016, 8.8800)  0.3740
H (2.7372, 0.5389, 9.0626)  0.3434
H (2.2429, 2.1472, 8.6042)  0.3183
O (-2.0869, 0.6314, -3.4255)  -1.1370
S (-2.9565, 0.1284, -4.5174)  0.6168
O (-3.1986, -1.3330, -4.6973)  -0.6643
O (-4.4444, 0.8944, -4.1171)  -0.1120
C (-5.4596, 0.8163, -5.0452)  -0.3435
C (-6.2594, 2.0818, -5.2543)  -1.1782
C (-2.4391, 1.0903, -5.9047)  -1.0759
H (-6.1936, 0.0706, -4.7398)  0.2989
H (-5.0733, 0.4938, -6.0121)  0.4390
H (-6.6522, 2.4884, -4.3224)  0.1649
H (-7.0953, 1.7095, -5.8465)  0.4406
H (-5.5428, 2.8120, -5.6306)  0.2866
H (-2.8289, 0.8969, -6.9040)  0.3941
H (-1.3544, 1.0708, -6.0108)  0.3189
H (-2.7845, 2.0768, -5.5953)  0.3838
O (1.9391, 1.9828, -2.2909)  -0.6702
S (3.0929, 2.8759, -2.4011)  1.1229
O (3.1005, 4.1083, -1.6577)  -0.6077
O (4.5163, 2.0736, -2.1591)  -0.0422
C (4.5828, 0.7257, -2.5776)  0.4303
C (5.4817, 0.7259, -3.7422)  -1.3669
C (3.2436, 3.3673, -4.2075)  -1.2780
H (3.6002, 0.3833, -2.9021)  -0.3840
H (5.0753, 0.0836, -1.8473)  0.3056
H (6.5255, 0.6474, -3.4383)  0.3626
H (5.2139, 1.5507, -4.4026)  0.2159
H (5.2711, -0.2545, -4.1696)  0.4311
H (2.9385, 2.5596, -4.8728)  0.2756
H (4.2489, 3.5985, -4.5594)  0.4045
H (2.5660, 4.1709, -4.4959)  0.4102
O (4.5563, -2.4872, 2.3029)  -0.4737
S (4.0188, -3.8456, 2.6103)  0.9210
O (2.9066, -4.0737, 3.5418)  -0.4277
O (3.7047, -4.6115, 1.1868)  -0.3235
C (3.7501, -3.8739, -0.0625)  -0.7148
C (2.4288, -3.1039, -0.1735)  0.3433
C (5.3679, -5.0696, 3.0297)  -1.1070
H (4.0350, -4.5006, -0.9076)  0.3852
H (4.5332, -3.1210, 0.0266)  0.3463
H (2.4046, -2.4619, -1.0541)  0.0024
H (2.2688, -2.4075, 0.6495)  -0.4065
H (1.5804, -3.7867, -0.1283)  0.2526
H (5.8376, -4.5568, 3.8690)  0.4126
H (6.0404, -5.1104, 2.1729)  0.3327
H (4.8668, -6.0223, 3.2015)  0.3631
O (-1.8092, -6.5635, 3.0255)  -0.6722
S (-2.3137, -5.2053, 3.2644)  1.2104
O (-3.7452, -4.9569, 3.4719)  -0.5786
O (-1.4147, -4.5460, 4.4993)  -0.3935
C (0.0313, -4.6563, 4.5233)  0.3507
C (0.5730, -4.3720, 5.9497)  -1.4196
C (-1.8274, -4.0764, 1.8731)  -0.7178
H (0.3767, -3.9366, 3.7811)  -0.1069
H (0.3264, -5.5794, 4.0242)  0.4728
H (0.4546, -5.1712, 6.6813)  0.3870
H (0.0862, -3.5490, 6.4728)  0.3596
H (1.5963, -3.9966, 5.9401)  0.3650
H (-0.7635, -4.1775, 1.6582)  0.4609
H (-1.9305, -2.9994, 2.0051)  -0.1483
H (-2.4643, -4.3919, 1.0467)  0.3774
O (-4.7193, 0.9472, -0.4010)  -0.5639
S (-3.9133, 2.0959, -0.2426)  0.6746
O (-2.6101, 2.2091, -0.8455)  -0.8355
O (-4.7454, 3.4096, -0.7665)  -0.2371
C (-5.4186, 3.2019, -2.0046)  0.6592
C (-5.6930, 4.5992, -2.7065)  -1.3940
C (-3.8772, 2.4724, 1.5422)  -1.0293
H (-6.3387, 2.6950, -1.7138)  0.3830
H (-4.8402, 2.5799, -2.6877)  -0.4075
H (-6.6761, 4.9908, -2.4453)  0.3218
H (-5.6414, 4.5186, -3.7923)  0.3378
H (-4.8950, 5.2895, -2.4333)  0.3696
H (-3.2703, 1.7233, 2.0507)  0.2196
H (-4.9038, 2.3277, 1.8784)  0.4466
H (-3.5988, 3.4872, 1.8264)  0.2538
O (-0.2547, -0.9051, -5.5960)  -0.6609
S (0.5944, -1.0355, -4.4159)  0.5232
O (0.6060, 0.0009, -3.3719)  -0.3424
O (0.2923, -2.5764, -3.7472)  -0.1294
C (-0.8497, -3.3576, -4.0406)  0.1417
C (-0.4550, -4.8805, -3.6483)  -1.3593
C (2.3347, -1.3610, -5.0151)  -1.0311
H (-1.3447, -3.1329, -4.9854)  0.5184
H (-1.4900, -3.0782, -3.2039)  -0.1902
H (0.3012, -5.3840, -4.2505)  0.3623
H (-1.3587, -5.4213, -3.9292)  0.4584
H (-0.4694, -5.1351, -2.5886)  0.2879
H (2.4166, -0.6503, -5.8375)  0.4698
H (2.3631, -2.4030, -5.3338)  0.4170
H (3.0549, -1.2980, -4.1993)  0.0447
O (-5.7260, -4.7098, -0.9201)  -0.6601
S (-5.5243, -3.2251, -0.6664)  1.2035
O (-6.6233, -2.3014, -0.7894)  -0.6193
O (-4.8949, -2.9835, 0.9035)  -0.3049
C (-4.6768, -1.6095, 1.2686)  0.6926
C (-4.1609, -1.4843, 2.6430)  -1.4670
C (-4.2055, -2.5427, -1.7819)  -0.4418
H (-5.6302, -1.0930, 1.1583)  0.5450
H (-4.0576, -1.0442, 0.5720)  -0.3844
H (-3.0810, -1.3522, 2.7094)  0.0731
H (-4.5940, -2.2378, 3.3010)  0.4153
H (-4.5756, -0.5815, 3.0913)  0.4873
H (-4.3307, -2.8633, -2.8161)  0.5777
H (-3.2068, -2.9056, -1.5390)  0.0057
H (-4.3593, -1.5161, -1.4494)  -0.0578
O (-0.6044, 2.5035, 2.5617)  -0.7696
S (-0.0343, 3.3428, 1.4885)  1.3319
O (0.2339, 2.8498, 0.1042)  -0.2329
O (-0.9379, 4.6764, 1.4938)  -0.3222
C (-1.3454, 5.1553, 0.2953)  0.4055
C (-2.2802, 6.4288, 0.3649)  -1.4261
C (1.4755, 4.1657, 2.0835)  -1.1607
H (-1.9537, 4.4984, -0.3263)  -0.1369
H (-0.4666, 5.4976, -0.2511)  0.3699
H (-3.2533, 6.1018, 0.7313)  0.3087
H (-2.4649, 6.9348, -0.5826)  0.3440
H (-2.0529, 7.1837, 1.1176)  0.3740
H (1.2018, 4.9763, 2.7589)  0.5455
H (1.9140, 4.6239, 1.1970)  0.2955
H (2.1493, 3.4255, 2.5149)  0.2404



# 2
A cluster of 11 separate species, C30H80F2N11O14S2 in total, computed with ωB97M-V/def2-TZVPD.

- Maximum force: 0.0842 hartree/bohr
- Energy relative to the best compared isomer or geometry (same formula, charge and spin): 94.2 kcal/mol
- E_HOMO: -27.16 eV
- E: -104450.5302 eV
- Charge: +9

Each line ends with the Mulliken charge.
Positions of all 139 atoms, in Å:
N (-5.6369, 19.5012, -12.2605)  -0.6712
S (-4.2719, 19.1629, -13.0861)  0.8296
O (-4.4344, 19.1717, -14.4987)  -0.5055
O (-3.4106, 18.2082, -12.4741)  -0.5647
F (-3.5691, 20.5336, -12.7519)  -0.2825
S (-6.6547, 18.3880, -12.9621)  0.8945
O (-6.3284, 17.0014, -12.8446)  -0.3683
O (-7.4582, 18.8938, -14.0199)  -0.5904
F (-7.7116, 18.4951, -11.7481)  -0.4082
C (-11.2393, 18.4165, -13.7139)  -0.9506
C (-10.9851, 19.6986, -12.9991)  0.4362
O (-9.9473, 20.1551, -12.6485)  -0.2830
N (-12.2712, 20.5401, -12.8891)  -0.2293
H (-12.6268, 20.9142, -13.7784)  0.4135
H (-13.0960, 20.0007, -12.5880)  0.4395
C (-12.2186, 21.6555, -11.8415)  -0.7086
H (-11.3917, 18.5524, -14.7855)  0.3635
H (-12.1072, 17.8909, -13.3100)  0.4884
H (-10.3718, 17.7755, -13.5652)  0.0826
H (-12.1720, 21.2197, -10.8513)  0.3540
H (-13.0836, 22.2967, -12.0046)  0.3998
H (-11.3640, 22.2733, -12.1003)  0.1962
C (-7.1521, 15.9881, -15.9807)  -0.7516
C (-8.6109, 16.0002, -16.3401)  0.3869
O (-9.4833, 15.6832, -15.6127)  -0.4235
N (-8.9887, 16.2268, -17.8146)  -0.1119
H (-9.6238, 17.0121, -17.9718)  0.3884
H (-8.1923, 16.3872, -18.4334)  0.4040
C (-9.6078, 14.9264, -18.3686)  -0.8243
H (-6.7513, 17.0062, -16.0342)  0.1859
H (-6.5624, 15.4108, -16.6996)  0.5292
H (-6.9349, 15.5918, -14.9964)  0.0964
H (-9.0806, 14.0164, -18.1025)  0.3365
H (-9.6813, 15.0910, -19.4426)  0.4293
H (-10.6333, 14.8934, -18.0066)  0.3634
C (-1.8741, 19.9983, -20.1437)  -0.9501
C (-3.0322, 20.5328, -19.3789)  0.5684
O (-2.9253, 21.0619, -18.3267)  -0.3599
N (-4.4208, 20.6224, -20.0672)  -0.1827
H (-4.3651, 21.2638, -20.8721)  0.4106
H (-4.5576, 19.7142, -20.5229)  0.4131
C (-5.5091, 20.9446, -19.1015)  -0.9253
H (-1.1010, 20.7501, -20.3135)  0.3523
H (-2.1476, 19.6807, -21.1563)  0.4189
H (-1.4225, 19.1123, -19.7001)  0.1824
H (-6.3960, 21.2813, -19.6333)  0.4105
H (-5.1459, 21.7594, -18.4857)  0.4055
H (-5.7423, 20.0498, -18.5338)  0.2761
C (-0.6196, 18.7614, -8.5653)  -1.0427
C (-1.0555, 17.5453, -7.8382)  0.6345
O (-1.7105, 16.6664, -8.2867)  -0.4444
N (-0.4508, 17.4360, -6.4131)  -0.1905
H (0.5134, 17.7743, -6.4771)  0.4151
H (-1.0649, 18.0780, -5.9036)  0.4064
C (-0.5955, 16.0311, -5.7871)  -0.7526
H (-0.6506, 19.6350, -7.9075)  0.4436
H (-1.2639, 18.9605, -9.4171)  0.1178
H (0.4133, 18.6403, -8.9035)  0.4359
H (-0.0581, 16.1210, -4.8443)  0.3943
H (-0.1228, 15.3362, -6.4681)  0.3492
H (-1.6571, 15.9521, -5.5873)  0.3184
C (-2.4289, 10.7557, -13.2250)  -1.1285
C (-1.5933, 11.9671, -13.4390)  0.5399
O (-0.5719, 12.0072, -14.0189)  -0.3284
N (-2.0013, 13.2512, -12.6327)  -0.0930
H (-2.2692, 12.9345, -11.6975)  0.3937
H (-1.1405, 13.7840, -12.4975)  0.3816
C (-3.0704, 14.1000, -13.3206)  -1.0105
H (-2.0708, 9.9515, -13.8656)  0.3637
H (-3.4952, 10.9045, -13.4120)  0.3534
H (-2.3332, 10.3862, -12.1973)  0.3972
H (-4.0396, 13.6356, -13.1487)  0.4163
H (-2.9039, 14.0342, -14.3898)  0.3406
H (-3.0272, 15.0568, -12.8126)  0.3881
C (-7.7186, 18.0741, -8.6445)  -0.9360
C (-6.2901, 17.8514, -9.0617)  0.6015
O (-5.8011, 16.7922, -9.2582)  -0.4580
N (-5.5007, 19.1193, -9.3298)  0.5317
H (-5.5671, 19.2613, -10.3946)  0.0630
H (-6.0613, 19.9098, -8.9983)  0.4953
C (-4.1854, 19.1181, -8.5362)  -0.9012
H (-7.8108, 18.5796, -7.6804)  0.4912
H (-8.2165, 17.1170, -8.5017)  0.1348
H (-8.2164, 18.5568, -9.4896)  0.1805
H (-3.6766, 20.0758, -8.5593)  0.4977
H (-3.5502, 18.3619, -8.9911)  0.2468
H (-4.4560, 18.7831, -7.5384)  0.3899
C (-7.8791, 14.8996, -11.0019)  -0.6568
C (-8.4395, 14.3893, -9.7025)  0.3609
O (-8.9724, 15.0868, -8.9131)  -0.4333
N (-8.1624, 12.9411, -9.3009)  -0.2405
H (-8.4869, 12.2953, -10.0297)  0.4283
H (-7.1587, 12.7445, -9.2744)  0.3963
C (-8.7301, 12.6028, -7.8921)  -0.7645
H (-6.7855, 14.9372, -10.9711)  0.2838
H (-8.2188, 15.8701, -11.3379)  -0.0739
H (-8.0723, 14.1618, -11.7907)  0.5906
H (-8.6281, 11.5217, -7.8283)  0.3888
H (-9.7729, 12.8945, -7.8638)  0.3590
H (-8.0756, 13.1182, -7.2005)  0.3359
C (-8.3946, 22.7218, -14.0616)  -0.9888
C (-7.0020, 22.4686, -13.5856)  0.6995
O (-6.0057, 22.5051, -14.2202)  -0.3492
N (-6.8385, 22.1003, -12.1069)  0.4980
H (-7.7463, 22.0365, -11.6506)  0.5059
H (-6.3866, 21.1324, -12.1664)  -0.1608
C (-6.0348, 23.2041, -11.3633)  -0.8882
H (-8.4229, 23.6749, -14.5949)  0.4463
H (-9.1419, 22.7117, -13.2755)  0.1602
H (-8.5806, 21.9709, -14.8325)  0.2689
H (-5.9300, 24.1758, -11.8366)  0.3289
H (-5.0269, 22.8247, -11.2232)  0.3124
H (-6.6108, 23.3000, -10.4481)  0.4340
C (-1.9366, 17.7760, -17.0576)  -1.2703
C (-2.0392, 16.9684, -15.7725)  0.3733
O (-2.9637, 16.6031, -15.1013)  -0.3589
N (-0.6809, 16.5404, -15.2652)  -0.1394
H (-0.0909, 17.3719, -15.1481)  0.4614
H (-0.8177, 16.1619, -14.3281)  0.3119
C (-0.0121, 15.4494, -16.1081)  -0.8793
H (-1.5906, 17.1224, -17.8604)  0.5330
H (-1.1695, 18.5187, -16.8231)  0.5066
H (-2.9173, 18.1753, -17.2879)  0.2559
H (0.2442, 15.8621, -17.0761)  0.3630
H (-0.6063, 14.5391, -16.0630)  0.3658
H (0.8854, 15.1474, -15.5642)  0.4263
C (-3.5483, 24.8806, -13.2571)  -0.6471
C (-2.4495, 25.4050, -14.1471)  0.1772
O (-1.8731, 24.7638, -14.9532)  -0.4189
N (-2.0761, 26.8683, -14.0117)  -0.1373
H (-2.0792, 27.3969, -14.8945)  0.3938
H (-2.7956, 27.4010, -13.5089)  0.4204
C (-0.7758, 26.9744, -13.2024)  -0.7686
H (-3.1033, 24.5705, -12.3064)  0.3400
H (-4.0553, 24.0021, -13.6415)  0.1279
H (-4.2502, 25.7036, -13.1056)  0.4488
H (0.0277, 26.4307, -13.6875)  0.3330
H (-0.9555, 26.5539, -12.2165)  0.3401
H (-0.6202, 28.0499, -13.1644)  0.3991